# 1
The molecule C2H5BO. Source: OMol25; level of theory: ωB97M-V/def2-TZVPD.

```
! RIJCOSX wB97M-V def2-TZVPD def2/J DEFGRID3
* xyz 0 1
B 0.6229 -1.3632 0.4905
C 0.0009 -0.0658 -0.0259
C -0.7844 1.1306 -0.3768
O 1.4170 -0.3501 -0.4907
H 1.0272 -1.1936 1.7148
H 0.6335 -2.5529 0.1850
H -0.3388 1.6499 -1.3146
H -1.8014 0.9527 -0.6892
H -0.7769 1.7924 0.5068
*
```

Calculated values
- Gap between HOMO and LUMO: 8.964 eV
- Maximum force: 7.187 eV/A
- ΔE to the lowest compared entry with this formula, charge and spin: 4.1828 eV


# 2
The molecule C2H5BO2. Source: OMol25; level of theory: ωB97M-V/def2-TZVPD.

```
! RIJCOSX wB97M-V def2-TZVPD def2/J DEFGRID3
* xyz 0 1
C -1.6895 -0.2579 -0.7717
C -0.9129 0.1251 0.2163
B 0.6291 0.2070 0.3482
O 1.2563 0.3974 1.5228
O 1.5247 -0.0666 -0.9544
H -2.7019 -0.2169 -0.5263
H -1.2300 -0.4127 -1.7769
H -1.5187 0.4885 1.1286
H 2.2494 0.2676 1.6928
H 2.3935 -0.5315 -0.8794
*
```

Calculated values
- Gap between HOMO and LUMO: 10.734 eV
- SMILES: C=CB(O)O
- Maximum force: 5.102 eV/A
- ΔE to the lowest compared entry with this formula, charge and spin: 1.0336 eV


# 3
A cluster of 2 separate species, C2H5BO2 in total. Source: OMol25; level of theory: ωB97M-V/def2-TZVPD.

```
! RIJCOSX wB97M-V def2-TZVPD def2/J DEFGRID3
* xyz 0 1
B -0.8113 -0.1924 0.0006
C 1.6870 0.7297 -0.1458
C 0.7770 -0.2379 0.1369
O -1.4361 -1.1935 0.6203
O -1.3345 0.8859 -0.7068
H 2.7365 0.4384 -0.2978
H 1.3313 1.5555 -0.6496
H 1.5782 -1.7358 0.6331
H -2.3415 -1.4758 0.7743
H -2.1865 1.2260 -0.3650
*
```

Calculated values
- Gap between HOMO and LUMO: 10.081 eV
- Maximum force: 4.433 eV/A
- ΔE to the lowest compared entry with this formula, charge and spin: 3.1260 eV


Please write out number 2 again, unchanged.
The molecule C2H5BO2. Source: OMol25; level of theory: ωB97M-V/def2-TZVPD.

```
! RIJCOSX wB97M-V def2-TZVPD def2/J DEFGRID3
* xyz 0 1
C -1.6895 -0.2579 -0.7717
C -0.9129 0.1251 0.2163
B 0.6291 0.2070 0.3482
O 1.2563 0.3974 1.5228
O 1.5247 -0.0666 -0.9544
H -2.7019 -0.2169 -0.5263
H -1.2300 -0.4127 -1.7769
H -1.5187 0.4885 1.1286
H 2.2494 0.2676 1.6928
H 2.3935 -0.5315 -0.8794
*
```

Calculated values
- Gap between HOMO and LUMO: 10.734 eV
- SMILES: C=CB(O)O
- Maximum force: 5.102 eV/A
- ΔE to the lowest compared entry with this formula, charge and spin: 1.0336 eV